<a>
H11O5 | ωB97M-V/def2-TZVPD

The HOMO-LUMO gap is 10.58 eV. As for the LUMO energy: -0.137 Ha.

Geometry as ORCA input:
```
! wB97M-V def2-TZVPD RIJCOSX def2/J DEFGRID3
* xyz 1 1
O -0.14752 -1.63142 -0.08993
H 0.43573 -1.49253 0.64411
H 0.06797 -2.31711 -0.73373
O -0.47645 1.02672 -1.00392
H -0.57569 0.14237 -1.38347
H -1.14551 1.58824 -1.40355
O 3.90177 -1.03008 -1.01858
H 4.15454 -0.67717 -1.88557
H 4.72870 -1.39432 -0.69472
O -2.83404 1.02485 1.16830
H -3.41240 0.30087 0.91618
H -2.88721 1.76176 0.56126
O -0.29688 0.83984 1.39980
H -0.51640 0.95281 0.23988
H -1.26066 0.82274 1.73296
H 0.26406 0.08243 1.55097
*
```

Löwdin population analysis, charges in e, atoms 1 to 8: -0.02 0.03 0.08 0.12 0.11 0.13 -0.07 0.04

***

<b>
H11O5 | ωB97M-V/def2-TZVPD

The HOMO-LUMO gap is 10.97 eV. As for the LUMO energy: -0.130 Ha.

Geometry as ORCA input:
```
! wB97M-V def2-TZVPD RIJCOSX def2/J DEFGRID3
* xyz 1 1
O -0.58741 -1.73441 -0.87058
H -0.64756 -2.20040 -0.05047
H 0.35057 -1.82807 -1.05952
O -0.72147 0.86672 0.53530
H 0.22632 0.46965 0.80978
H -1.41532 0.05489 0.24046
O 2.96506 -0.63693 -1.71636
H 3.87189 -0.45306 -2.30613
H 2.94759 -1.56959 -2.01722
O -2.63226 -0.07504 -0.71692
H -3.56754 0.08921 -0.72392
H -2.45486 0.08425 -1.67788
O 0.73421 1.71035 2.45654
H -1.04145 1.11528 1.48751
H 1.02862 1.47463 3.35503
H 0.94361 2.63253 2.25439
*
```

Löwdin population analysis, charges in e, atoms 1 to 8: -0.02 0.04 0.05 0.09 0.20 0.14 -0.16 0.15

***

Last place for stability: <b>

***

<a>
C4H4O | ωB97M-V/def2-TZVPD

The HOMO-LUMO gap is 9.52 eV. As for the LUMO energy: 0.012 Ha. The structure (SMILES) is C1=CC=1.C=O.

Geometry as ORCA input:
```
! wB97M-V def2-TZVPD RIJCOSX def2/J DEFGRID3
* xyz 0 1
C -1.30958 1.46076 0.37257
C -0.36240 1.35776 1.44199
C 0.14679 1.38747 0.19815
H -0.38665 1.25611 2.51073
H 0.88245 1.28905 -0.55082
C 0.24427 -1.60616 -1.04320
O 1.28300 -1.13831 -0.60220
H -0.60027 -1.95740 -0.31286
H 0.10239 -2.04929 -2.01436
*
```

Löwdin population analysis, charges in e, atoms 1 to 8: 0.02 -0.10 -0.09 0.08 0.06 -0.12 -0.04 0.11

***

<b>
C4H4O | ωB97M-V/def2-TZVPD

The HOMO-LUMO gap is 10.64 eV. As for the LUMO energy: 0.013 Ha. The structure (SMILES) is CC#CC=O.

Geometry as ORCA input:
```
! wB97M-V def2-TZVPD RIJCOSX def2/J DEFGRID3
* xyz 0 1
C -1.77018 0.36538 -0.21374
C -0.35343 0.03721 -0.15860
C 0.81720 -0.23682 -0.05985
C 2.20962 -0.46287 0.26241
O 2.81354 0.25753 1.02443
H -1.93470 1.28982 -0.77502
H -2.14054 0.52633 0.80498
H -2.33774 -0.44383 -0.67700
H 2.69623 -1.33275 -0.20761
*
```

Löwdin population analysis, charges in e, atoms 1 to 8: -0.09 -0.06 0.03 -0.29 0.05 0.09 0.09 0.08

***

<c>
C4H4O | ωB97M-V/def2-TZVPD

The HOMO-LUMO gap is 9.15 eV. As for the LUMO energy: -0.042 Ha.

Geometry as ORCA input:
```
! wB97M-V def2-TZVPD RIJCOSX def2/J DEFGRID3
* xyz 0 1
C 1.46271 0.22990 0.12589
C 2.38024 1.06850 -0.06646
C 0.09067 -0.35940 0.35481
C -1.09940 0.05164 -0.46450
O 1.02494 -1.10983 -0.13711
H -0.03081 -0.37631 2.00728
H -0.78824 -0.17601 -1.50943
H -1.14750 1.21942 -0.34004
H -1.89262 -0.54792 0.02955
*
```

Löwdin population analysis, charges in e, atoms 1 to 8: -0.38 0.19 -0.41 -0.04 0.06 0.25 0.10 0.13

***

Last place for stability: <c>

***

<a>
C4H4O | ωB97M-V/def2-TZVPD

The HOMO-LUMO gap is 10.83 eV. As for the LUMO energy: 0.036 Ha. The structure (SMILES) is C#CCC=O.

Geometry as ORCA input:
```
! wB97M-V def2-TZVPD RIJCOSX def2/J DEFGRID3
* xyz 0 1
C 1.51449 0.32017 0.88949
C 1.11178 -0.54404 0.13977
C -0.20296 -0.80035 -0.44582
C -0.93536 0.55457 -0.38332
O -0.53546 1.47394 0.28361
H 1.87071 1.06658 1.55545
H -0.30098 -1.31505 -1.40738
H -0.65150 -1.44690 0.31236
H -1.87073 0.69108 -0.94415
*
```

Löwdin population analysis, charges in e, atoms 1 to 8: 0.11 -0.14 -0.18 -0.23 0.03 0.05 0.11 0.12

***

<b>
C4H4O | ωB97M-V/def2-TZVPD

The HOMO-LUMO gap (alpha / beta) is 7.25 / 7.29 eV. As for the LUMO energy (alpha / beta): -0.052 / -0.050 Ha.

Geometry as ORCA input:
```
! wB97M-V def2-TZVPD RIJCOSX def2/J DEFGRID3
* xyz 0 1
C 1.56070 -1.59757 -0.73602
C 0.70157 -0.88935 -1.34877
C -0.99503 0.96787 1.78377
C 0.09806 0.13749 -1.75454
O -2.17434 1.09928 1.98365
H 2.29134 -2.34248 -0.92691
H -0.53463 1.87130 1.32218
H -0.37597 0.12106 2.00581
H -0.57170 0.63240 -2.32917
*
```

Löwdin population analysis, charges in e, atoms 1 to 8: 0.12 -0.28 -0.15 0.15 -0.02 0.02 0.08 0.07

***

Last place for stability: <b>

***

<a>
C4H4O | ωB97M-V/def2-TZVPD

The HOMO-LUMO gap is 10.20 eV. As for the LUMO energy: 0.004 Ha. The structure (SMILES) is C#CC(C)=O.

Geometry as ORCA input:
```
! wB97M-V def2-TZVPD RIJCOSX def2/J DEFGRID3
* xyz 0 1
C -2.33225 0.26019 -0.09586
C -1.11601 0.39262 0.14451
C 0.27917 0.61829 -0.02884
C 1.29710 -0.48774 -0.03656
O 0.69984 1.73946 -0.03622
H -3.33568 -0.03885 -0.06146
H 1.41564 -0.68422 1.26677
H 2.31097 -0.29930 -0.58461
H 0.78121 -1.50046 -0.56773
*
```

Löwdin population analysis, charges in e, atoms 1 to 8: 0.17 -0.04 -0.59 -0.06 0.09 0.02 0.17 0.10

***

<b>
C4H4O | ωB97M-V/def2-TZVPD

The HOMO-LUMO gap is 9.49 eV. As for the LUMO energy: 0.024 Ha. The structure (SMILES) is C#CC(=C)O.

Geometry as ORCA input:
```
! wB97M-V def2-TZVPD RIJCOSX def2/J DEFGRID3
* xyz 0 1
C 1.69575 -0.27947 -1.39232
C 1.23400 0.06132 -0.32681
C 0.54183 0.43889 0.89553
C -0.03509 1.66284 1.13751
O 0.17479 -0.51898 1.74475
H 2.24822 -0.80214 -2.14587
H -0.06297 2.51367 0.42242
H -0.45307 1.79639 2.17230
H -0.58086 -0.10992 2.25508
*
```

Löwdin population analysis, charges in e, atoms 1 to 8: 0.13 -0.05 -0.45 0.05 0.02 0.03 0.07 0.07

***

Last place for stability: <a>

***

<a>
C5H6OS2 | ωB97M-V/def2-TZVPD

The HOMO-LUMO gap is 8.32 eV. As for the LUMO energy: -0.014 Ha.

Geometry as ORCA input:
```
! wB97M-V def2-TZVPD RIJCOSX def2/J DEFGRID3
* xyz 0 1
C 1.33085 0.70923 0.22317
C 0.01999 0.27911 0.75152
C -0.37680 -1.12267 0.83752
C -1.40259 -1.30669 -0.02012
C -0.85621 1.04758 -0.19500
H 0.29744 -0.25438 -2.23482
H 2.21282 0.76387 1.09430
H 1.08608 1.86648 -0.37184
H 0.06652 0.64704 1.87635
H 0.12900 -2.07833 1.28320
H -1.83543 -2.33068 -0.63684
O -0.59467 2.26547 -0.41351
S 1.87674 -0.44021 -1.14564
S -1.95373 -0.04583 -1.04830
*
```

Löwdin population analysis, charges in e, atoms 1 to 8: -0.57 -0.49 -0.18 -0.48 -0.66 0.09 0.14 0.16

***

<b>
C5H6OS2 | ωB97M-V/def2-TZVPD

The HOMO-LUMO gap is 7.69 eV. As for the LUMO energy: -0.040 Ha.

Geometry as ORCA input:
```
! wB97M-V def2-TZVPD RIJCOSX def2/J DEFGRID3
* xyz 0 1
C 0.35548 -1.09047 -1.06633
C 0.17757 -1.36112 0.23830
C 0.55583 0.32417 -1.50089
C -0.02959 -0.41526 1.25997
C -0.70567 0.87788 0.84450
O -0.53321 2.67543 -1.03201
S 1.21891 0.54428 -2.98815
S 0.35854 1.71314 -0.32476
H 0.46820 -1.91390 -1.70347
H 0.13775 -2.31817 0.47845
H -0.65662 -0.93965 2.03228
H 0.85677 -0.28646 1.77953
H -1.54715 0.68403 0.16785
H -0.65682 1.50610 1.81472
*
```

Löwdin population analysis, charges in e, atoms 1 to 8: -0.15 -0.12 -0.87 -0.27 -0.32 -0.53 0.73 0.87

***

Last place for stability: <a>

***

<a>
C2H3ClF2S | ωB97M-V/def2-TZVPD

The HOMO-LUMO gap is 8.09 eV. As for the LUMO energy: -0.017 Ha.

Geometry as ORCA input:
```
! wB97M-V def2-TZVPD RIJCOSX def2/J DEFGRID3
* xyz 0 1
C -0.21681 -0.23078 -0.65609
C -1.04834 -1.34984 -0.22879
F -1.12674 -2.32531 -1.11475
F -0.92120 -1.72172 0.97835
S -3.44823 -0.53228 -0.21951
Cl -3.14430 1.37219 0.21915
H -0.30862 -0.23391 -1.70504
H 0.72966 -0.44584 -0.35331
H -0.53057 0.77621 -0.15621
*
```

Löwdin population analysis, charges in e, atoms 1 to 8: -0.02 -0.60 0.11 0.17 0.12 -0.02 0.09 0.06

***

<b>
C2H3ClF2S | ωB97M-V/def2-TZVPD

The HOMO-LUMO gap is 9.32 eV. As for the LUMO energy: 0.023 Ha.

Geometry as ORCA input:
```
! wB97M-V def2-TZVPD RIJCOSX def2/J DEFGRID3
* xyz 0 1
C 0.86254 -0.27673 0.97744
C -0.28521 0.35635 -0.73070
F 2.06862 0.30084 0.67029
F 0.40669 0.31271 2.10151
S -1.97666 0.36194 -0.28919
Cl 0.26301 -0.68286 -1.88470
H 0.93949 -1.32233 1.11527
H 0.12293 1.40342 -0.57440
H -2.40142 -0.45333 -1.38553
*
```

Löwdin population analysis, charges in e, atoms 1 to 8: -0.28 -1.15 0.00 0.02 0.67 0.65 0.11 0.06

***

<c>
C2H3ClF2S | ωB97M-V/def2-TZVPD

The HOMO-LUMO gap is 10.53 eV. As for the LUMO energy: 0.026 Ha. The structure (SMILES) is FC(F)[C@H](S)Cl.

Geometry as ORCA input:
```
! wB97M-V def2-TZVPD RIJCOSX def2/J DEFGRID3
* xyz 0 1
F 1.14153 1.36041 -0.85111
C 0.81547 0.13416 -0.56183
F 1.56168 -0.31578 0.42871
C -0.61381 -0.04403 -0.13709
S -1.04358 0.84899 1.36556
Cl -0.78196 -1.83561 0.04952
H 0.92634 -0.34027 -1.52802
H -1.40528 0.39517 -0.87890
H -0.60039 -0.20305 2.11316
*
```

Löwdin population analysis, charges in e, atoms 1 to 8: 0.10 -0.65 0.06 -0.97 0.73 0.60 0.14 0.11

***

Last place for stability: <b>

***

<a>
C3H10NO | ωB97M-V/def2-TZVPD

The HOMO-LUMO gap (alpha / beta) is 11.19 / 7.37 eV. As for the LUMO energy (alpha / beta): -0.401 / -0.541 Ha.

Geometry as ORCA input:
```
! wB97M-V def2-TZVPD RIJCOSX def2/J DEFGRID3
* xyz 2 2
C -1.00004 2.25138 1.12287
N -1.54173 1.02060 0.56115
H -0.65530 2.91925 0.29131
H -0.07928 1.96171 1.77565
H -1.88349 2.67053 1.55025
H -2.50068 0.92177 0.24591
H -0.69742 0.56618 -0.01282
H -1.60829 0.42022 1.37231
O -0.13082 -0.74336 -0.62160
C 1.16302 -0.78621 -0.59278
C 1.75891 -2.06139 -0.71411
H 1.92056 0.13580 -0.54249
H 2.07375 -2.12126 -1.71515
H 2.64653 -2.12685 -0.01034
H 1.09091 -2.96736 -0.80573
*
```

Löwdin population analysis, charges in e, atoms 1 to 8: -0.02 0.11 0.13 0.16 0.11 0.19 0.13 0.16

***

<b>
C3H10NO | ωB97M-V/def2-TZVPD

The HOMO-LUMO gap (alpha / beta) is 13.97 / 7.27 eV. As for the LUMO energy (alpha / beta): -0.313 / -0.560 Ha.

Geometry as ORCA input:
```
! wB97M-V def2-TZVPD RIJCOSX def2/J DEFGRID3
* xyz 2 2
O 1.42772 1.42011 -0.26316
C 1.08488 1.00771 1.02796
C -0.08867 -0.11213 0.95460
N -0.45365 -0.14021 -0.46673
C -1.34546 -1.34683 -1.10726
H 2.38568 1.70666 -0.52517
H 2.01934 0.53055 1.51522
H 0.85558 1.90080 1.65462
H -0.92717 0.28796 1.56116
H 0.30173 -1.05725 1.31680
H 0.33199 -0.00071 -1.16127
H -1.09335 0.63408 -0.65851
H -1.47802 -2.10777 -0.34989
H -0.79834 -1.82541 -1.93735
H -2.22226 -0.89758 -1.56105
*
```

Löwdin population analysis, charges in e, atoms 1 to 8: 0.21 -0.03 -0.03 0.00 0.11 0.26 0.22 0.22

***

Last place for stability: <a>

***

<a>
C4H4FN | ωB97M-V/def2-TZVPD

The HOMO-LUMO gap is 11.48 eV. As for the LUMO energy: 0.029 Ha. The structure (SMILES) is C=C(F)CC#N.

Geometry as ORCA input:
```
! wB97M-V def2-TZVPD RIJCOSX def2/J DEFGRID3
* xyz 0 1
C 0.13364 -1.01316 1.27853
C -0.44784 0.00014 0.69209
F -1.78787 0.36592 1.00869
C -0.06264 0.89841 -0.61303
C 0.69940 0.07184 -1.61724
N 1.30136 -0.44739 -2.43852
H -0.42023 -1.54263 2.02974
H 1.04351 -1.41383 0.97247
H 0.50991 1.75843 -0.23239
H -0.96924 1.32227 -1.08033
*
```

Löwdin population analysis, charges in e, atoms 1 to 8: 0.08 -0.26 -0.03 -0.07 -0.22 0.14 0.08 0.06

***

<b>
C4H4FN | ωB97M-V/def2-TZVPD

The HOMO-LUMO gap is 10.52 eV. As for the LUMO energy: 0.006 Ha. The structure (SMILES) is N#CC/C=C\F.

Geometry as ORCA input:
```
! wB97M-V def2-TZVPD RIJCOSX def2/J DEFGRID3
* xyz 0 1
N -1.22151 1.86072 1.59527
C -1.38055 0.66840 1.02184
C -0.77641 -0.55413 0.43943
C -0.23750 -0.15487 -0.82847
C 0.94991 -0.41598 -1.25447
F 2.02806 -0.89185 -0.55516
H 0.01977 -1.19237 0.97106
H -1.61384 -1.30892 0.39876
H -0.91211 0.44215 -1.54457
H 1.47154 -0.19984 -2.26562
*
```

Löwdin population analysis, charges in e, atoms 1 to 8: 0.11 -0.12 -0.24 -0.18 -0.14 -0.01 0.16 0.13

***

<c>
C4H4FN | ωB97M-V/def2-TZVPD

The HOMO-LUMO gap is 9.52 eV. As for the LUMO energy: -0.051 Ha.

Geometry as ORCA input:
```
! wB97M-V def2-TZVPD RIJCOSX def2/J DEFGRID3
* xyz 0 1
C -3.28585 0.13043 -0.01141
C -0.10344 -0.08521 -0.74920
C -0.18745 0.02441 0.74580
C -1.12810 -0.87941 0.00391
N -4.08765 0.88738 -0.18922
F -1.38636 -2.17715 0.14765
H -0.40965 0.63477 -1.43146
H 0.50816 -0.69623 -1.34376
H 0.66044 -0.35333 1.17507
H -0.54134 0.95259 1.23074
*
```

Löwdin population analysis, charges in e, atoms 1 to 8: -0.18 -0.06 -0.05 -0.20 -0.04 0.10 0.10 0.11

***

Last place for stability: <c>